15
Properties=species:S:1:pos:R:3 method="wB97M-V/def2-TZVPD" orbital_gap_ha=0.3961 largest_force_ha_per_bohr=0.0070 smiles="CCCC(N)=O" e_above_lowest_kj_mol=38.8 homo_ev=-9.838
H -1.217 0.237 2.059
O 1.115 -1.642 -0.408
N 2.592 -0.058 -0.857
C 0.179 0.588 -0.364
H 2.979 0.869 -0.836
H 0.102 1.187 -1.283
H -2.528 -0.759 1.437
H -1.803 -0.117 -0.944
H -2.546 0.981 1.152
H -0.810 -1.231 -0.042
C -1.127 -0.189 -0.086
C 1.325 -0.445 -0.523
H 3.229 -0.839 -0.946
C -1.892 0.104 1.206
H 0.402 1.313 0.434

9
Properties=species:S:1:pos:R:3 method="wB97M-V/def2-TZVPD" orbital_gap_ha=0.3141 largest_force_ha_per_bohr=0.0879 smiles="N=C(N)N" e_above_lowest_kj_mol=241.8 homo_ev=-7.715
H 1.901 0.090 0.234
N 1.078 0.626 -0.076
H -0.117 -0.436 -1.767
H -1.376 -1.359 -0.899
C -0.157 0.003 0.049
H 1.192 1.363 0.600
N -0.853 -0.513 -1.077
H -1.103 0.488 1.675
N -0.565 -0.261 1.261

75
Properties=species:S:1:pos:R:3 method="wB97M-V/def2-TZVPD" orbital_gap_ha=0.2427 total_charge=+1 largest_force_ha_per_bohr=0.0135 e_above_lowest_kj_mol=20.0 homo_ev=-10.292
H 0.703 -6.129 5.950
As -1.118 1.070 -2.083
C -1.914 4.603 -2.799
C 0.119 -4.107 5.498
H -1.347 4.789 -1.893
H 4.331 4.826 -0.271
H -1.553 -1.211 4.872
N 2.259 -0.086 -2.787
C 0.137 1.073 5.029
H -0.910 -2.897 -1.277
S 1.890 1.517 -0.457
N 0.611 0.078 5.840
O -0.075 2.200 5.422
N 0.487 -1.989 -2.469
H 2.685 -0.721 -4.703
C -2.397 0.203 -3.272
C -0.047 -5.596 5.367
H -3.139 0.913 -3.635
C -1.587 3.512 -3.602
C -0.628 -3.973 -3.135
H -1.348 -4.745 -2.901
Pd 0.932 -0.354 -1.308
S 3.998 3.154 -1.856
H -0.010 2.118 -4.059
H 2.308 -0.470 4.070
C 2.959 1.766 -1.809
C 1.266 -3.551 6.054
C 3.664 3.965 -0.284
C 0.560 -0.142 2.857
H -4.467 5.910 -4.599
H -1.799 -3.645 4.656
C -0.495 2.574 -3.193
H -2.830 1.151 -0.251
H -0.094 -4.751 -5.064
H -1.731 2.540 -0.123
H 0.279 3.081 -2.616
C 0.420 -1.324 5.709
H -2.049 2.477 -5.425
C -0.746 -1.864 5.181
C 0.990 -2.968 -4.583
H -0.605 1.499 3.239
H 2.052 -4.202 6.418
C -2.316 1.932 -0.812
N 3.073 0.976 -2.838
C -3.665 5.240 -4.320
C -0.881 -3.238 5.066
H 2.635 4.309 -0.224
C 1.797 -0.716 3.150
H -2.898 -0.595 -2.725
H -3.888 3.991 -6.050
H 0.842 0.426 6.759
N -0.119 0.742 3.696
C 2.365 -1.594 2.244
C -2.310 3.305 -4.774
H 0.055 -5.910 4.326
H -3.181 6.309 -2.524
C -0.393 -2.959 -2.225
C 0.072 -3.972 -4.332
C -0.007 -0.442 1.622
H 2.329 -1.760 6.578
C -3.342 4.161 -5.131
C 1.192 -1.982 -3.627
H -1.032 -5.914 5.710
H -0.944 0.017 1.323
C 2.127 -0.882 -3.787
C 1.712 -1.860 1.055
H 1.556 -2.941 -5.504
H 3.901 3.316 0.555
C -2.945 5.461 -3.154
C 1.423 -2.177 6.153
H 3.319 -2.058 2.452
H -3.048 2.561 -1.315
N 0.556 -1.266 0.739
H -1.868 -0.233 -4.119
H 2.125 -2.542 0.326

234
Properties=species:S:1:pos:R:3 method="wB97M-V/def2-TZVPD" orbital_gap_ha="0.0609 / 0.2149" total_charge=-1 largest_force_ha_per_bohr=0.1359 multiplicity=2 homo_ev="-0.588 / -4.778"
H 4.873 2.783 -2.397
N 3.666 2.420 -6.856
Br 0.003 -6.821 -6.458
C 0.678 -2.183 2.590
H -3.362 -2.597 -3.227
H -1.373 1.255 -2.125
H 6.002 6.720 -2.500
H -3.236 0.404 -0.343
H 4.104 0.924 0.923
H 4.752 -3.947 2.108
H 1.949 0.073 -7.874
P -1.176 -4.194 3.292
H 0.767 -0.078 -4.212
N -0.541 2.615 4.214
H 8.974 -3.668 5.297
C 6.869 2.802 1.999
H -3.361 0.383 -3.698
H -5.083 1.750 5.583
H 4.114 -0.907 -1.954
H 0.115 -1.922 1.694
H 4.136 8.731 -0.139
C -2.887 -3.324 -3.886
H -2.227 4.694 0.867
C 6.170 -1.626 2.773
H -3.245 -5.820 5.689
N 5.537 4.363 -1.117
H 2.271 5.386 -1.209
H -2.419 -3.553 6.566
P -2.147 2.520 3.590
H -4.043 3.587 6.661
H 1.462 -2.192 4.927
N -6.262 -3.352 -4.629
C -2.401 3.537 -5.561
N -2.316 -3.409 2.255
H 4.255 3.531 1.724
N -4.518 0.452 -1.969
H -0.922 3.624 1.417
H -6.183 3.446 1.675
H 4.490 -0.112 6.767
P 1.827 0.485 -1.749
N -6.833 0.085 -0.541
H 2.856 8.374 -1.376
H -4.573 -0.967 -3.630
N 5.123 -2.381 3.372
H 1.336 -1.537 -7.200
H -0.764 -0.746 -0.451
H 6.027 -5.841 4.783
C -6.191 -2.894 -6.043
H 5.784 -1.006 1.964
C -4.550 2.013 4.670
H 0.766 -1.833 -4.278
H 1.104 1.259 4.687
H -6.614 -1.589 0.538
H -5.178 2.620 4.018
H -0.097 -2.489 5.657
H -0.247 0.499 4.043
C 4.834 3.868 -2.294
H 3.914 -2.331 1.645
C 4.303 -0.378 -1.020
Br 8.608 3.459 2.565
C -7.574 -3.210 -4.070
O -1.561 2.474 -7.344
H -2.328 -5.063 0.992
H 5.414 4.192 -3.158
C -2.577 -5.754 4.830
C -3.516 -0.267 -1.154
H 6.519 -0.900 3.508
N 6.874 -3.872 4.827
H 0.967 -3.871 5.278
H 4.931 0.439 -1.374
H 7.748 -5.857 4.953
H -3.471 2.402 0.424
H 6.380 3.641 1.503
H -8.005 -2.226 -4.257
C 3.536 7.964 -0.629
C 6.964 4.337 -1.266
H -6.894 3.884 0.243
H -6.167 -6.681 -2.373
H 1.067 3.853 4.427
C 0.625 -2.890 4.946
H 5.808 -1.676 8.074
C -3.110 3.500 6.104
H -3.921 -2.012 2.295
H -2.344 4.541 -5.981
H 5.036 8.219 -2.616
C -5.017 -3.643 -1.560
C -0.380 0.188 -0.042
N 5.430 -1.800 5.985
H -6.388 -5.778 -0.830
H -4.152 4.044 -0.123
H -3.674 -3.186 5.409
H -5.278 -0.274 0.826
H 3.339 -3.215 2.952
H -2.576 -1.673 3.460
C 0.048 3.819 4.810
P 5.314 -3.127 4.945
C 3.059 0.817 0.634
H 0.430 -2.746 -1.788
H -1.730 -6.380 5.109
C -6.496 2.996 0.733
H -0.047 2.384 -2.579
C -2.843 -1.991 2.452
C 4.266 -3.020 2.412
H -0.930 2.670 -1.097
N 3.375 -1.377 -7.766
Br 1.533 -4.359 -7.913
O 4.215 1.424 -7.246
N 0.327 0.988 -0.999
H 6.139 8.117 -1.386
P -5.958 1.265 -1.389
H 6.920 -2.330 2.413
O -5.791 -6.047 -4.582
C -0.563 1.886 -1.758
H -3.975 -1.136 -0.682
N 2.996 0.009 -0.568
H -2.919 -3.543 0.303
C -6.306 -0.544 0.583
N 1.345 -0.943 -2.449
H -2.225 -3.960 -3.298
N -3.730 -4.335 -4.520
H 3.770 5.053 2.434
H 0.614 1.602 2.942
H -1.166 0.813 0.382
H 2.453 -6.264 -6.278
H -2.085 -2.403 5.315
C -4.122 2.961 -0.247
H 2.194 3.724 -0.615
H 2.620 0.264 1.465
H -0.955 5.382 1.819
H 2.543 1.760 0.455
C 3.482 4.299 1.701
H -3.764 -5.725 -6.125
C 1.389 -2.228 -1.745
C -3.573 4.897 3.052
H -4.794 -6.264 -1.168
C 1.603 -5.586 -6.350
C -1.546 4.475 1.690
C 6.333 -1.641 7.119
O 3.844 -1.420 -6.624
H 3.416 -1.475 6.514
H -3.153 -6.012 3.940
H -3.631 5.797 2.440
H -3.413 3.205 -5.792
N -5.441 2.392 -0.185
O 2.447 1.470 -2.722
H -2.129 -5.405 -5.364
N -2.069 -4.414 4.697
H 8.181 -2.166 4.992
H -4.457 4.358 2.710
H -2.616 -0.575 -1.685
H -6.838 -0.217 1.476
O -2.364 1.367 2.691
H 1.529 -2.077 -0.675
C 1.917 -1.013 -7.959
N -2.342 4.090 2.885
P 4.849 5.644 -0.143
H -5.598 -3.621 -0.638
H -7.487 -3.241 -2.984
O -0.337 2.333 -5.571
H -3.747 2.854 -1.265
H -6.873 -3.468 -6.670
H 2.578 3.842 2.104
N -1.328 2.702 -6.198
O 4.017 -1.535 -8.763
H 1.079 -1.219 2.903
H -6.400 -1.825 -6.010
H -2.247 3.767 -4.507
H 1.524 -2.836 2.374
H -0.509 -1.071 -3.323
H 0.276 -0.048 0.796
H -2.319 -1.266 1.830
H -3.695 5.147 4.105
C 0.528 -0.978 -3.645
H 7.437 3.409 -1.585
H 0.106 3.729 5.895
C -3.087 -4.994 -5.683
H -2.235 -2.823 -4.601
H -5.144 -2.727 -2.137
H 3.986 -0.552 5.107
C 0.299 1.440 3.973
H -4.338 1.009 4.304
H -2.253 3.199 6.707
H 6.970 -2.525 7.122
O 4.240 -4.103 5.158
H -8.325 -3.918 -4.421
N -3.209 2.563 4.983
H 2.358 2.323 -5.321
H 4.764 -1.176 -0.437
C 5.452 7.474 -1.937
P -5.355 -4.713 -4.063
H 2.138 -2.960 -2.048
H -7.320 2.301 0.898
N -0.070 -2.861 3.654
C 4.263 -0.935 6.090
H -8.505 -0.303 -1.818
H 1.604 -1.333 -8.953
H 3.810 4.223 -2.409
C -5.721 -5.980 -1.667
H -5.192 -2.879 -6.479
O -6.710 1.935 -2.468
C -2.600 -3.343 5.512
H -4.910 0.660 -4.064
C 6.928 -5.293 4.507
Br 7.003 1.406 0.630
H 7.311 5.153 -1.899
H 3.459 3.689 -5.138
O -0.570 -5.415 2.774
C -2.971 -4.201 1.171
H -8.708 -0.781 -0.149
H 7.066 -0.836 7.072
O 5.817 6.199 0.850
H 1.357 5.088 0.288
H -2.749 4.465 5.750
C -4.343 0.061 -3.351
H 4.166 2.087 -4.860
Br 1.388 -4.631 -4.702
N -5.465 -4.712 -2.352
H -3.990 -4.565 1.304
N 3.433 4.991 0.481
C -8.283 -0.010 -0.792
C 2.210 4.771 -0.311
H 8.611 -3.286 3.704
H -0.509 4.701 4.493
N 4.352 6.881 -1.173
C 8.179 -3.217 4.702
H -8.772 0.926 -0.523
H 2.944 7.694 0.245
C 3.399 2.634 -5.408
H -3.946 -3.723 -1.370
H 7.067 -5.452 3.438
H -2.772 -4.213 -6.375
O 3.253 3.315 -7.552
Br 5.939 2.006 3.543
H 7.476 4.589 -0.338

32
Properties=species:S:1:pos:R:3 method="wB97M-V/def2-TZVPD" orbital_gap_ha=0.1277 total_charge=-1 largest_force_ha_per_bohr=0.1004 homo_ev=-1.338
H -3.541 0.922 1.281
O 1.397 0.210 0.188
Cl 3.506 -0.651 2.923
C 5.964 4.097 6.421
H -0.604 -3.084 1.478
H 5.648 3.587 4.328
H -3.074 -3.344 1.611
C -1.505 0.195 1.247
C -2.632 -2.351 1.520
S 1.623 1.791 2.527
C -1.247 -2.207 1.457
C 2.592 1.747 3.856
H 6.014 4.410 8.563
C -3.460 -1.224 1.464
H -1.068 1.179 1.094
H 2.793 1.933 7.061
O 1.587 -2.127 1.090
H 6.851 4.703 6.221
S 1.110 -0.773 1.211
C 4.160 2.688 5.592
H 3.969 3.026 8.983
C 5.303 3.480 5.359
N 3.538 2.015 4.543
C -0.694 -0.931 1.354
N -6.056 -1.496 1.583
C 5.493 3.935 7.731
C 1.853 0.020 2.800
C 4.350 3.159 7.969
H 1.190 -0.382 3.582
C -4.892 -1.375 1.530
C 3.686 2.543 6.907
C -2.892 0.047 1.330

51
Properties=species:S:1:pos:R:3 method="wB97M-V/def2-TZVPD" orbital_gap_ha="0.2369 / 0.2220" largest_force_ha_per_bohr=0.0523 e_above_lowest_kj_mol=21.2 multiplicity=6 homo_ev="-7.290 / -7.293"
H 1.320 4.485 -0.974
F -0.376 -4.417 4.719
H 2.758 -3.587 -0.758
C 1.273 3.646 -0.273
H -2.237 -2.978 -1.977
H -0.387 -3.990 -2.322
C 1.466 -1.901 -2.957
H 2.165 -1.113 -2.650
N 1.144 -2.748 -1.845
C -0.628 -3.157 4.301
H -0.532 3.285 -2.804
F -0.805 -2.415 6.538
H 2.657 1.405 -2.022
Mn -1.180 0.719 0.585
C -0.591 -2.860 2.953
H 1.096 1.023 2.078
C -1.702 -0.984 -2.142
C -1.370 0.258 -1.590
H -2.851 -1.942 -3.699
H 1.960 2.777 -2.944
O -0.624 -1.182 1.254
C -1.247 -0.856 4.794
C -0.846 2.670 -1.950
C -1.548 1.401 -2.369
H 2.680 -1.816 -0.736
C -1.502 -2.323 -1.489
H -3.442 0.152 -4.891
H 2.280 3.405 0.083
C -0.909 -2.148 5.226
H 1.963 -2.466 -3.761
C 2.071 -2.725 -0.733
C -2.807 0.180 -4.008
H 1.411 1.675 2.076
C -2.310 1.401 -3.544
H -0.123 -3.683 -0.601
H -1.449 3.281 -1.263
H -2.497 2.350 -4.051
H 0.583 -1.413 -3.373
H 1.299 1.132 -3.147
C -2.483 -0.983 -3.323
C -1.231 -0.579 3.450
C -0.814 -1.529 2.482
P 0.620 2.109 -0.986
F -1.551 0.096 5.703
F -0.333 -3.831 2.053
C 1.731 1.834 -2.422
C -0.203 -3.198 -1.576
F -1.629 0.678 3.002
H 0.651 3.913 0.587
H -1.793 -2.272 -0.432
H 1.532 -2.758 0.217

7
Properties=species:S:1:pos:R:3 method="wB97M-V/def2-TZVPD" orbital_gap_ha=0.4204 largest_force_ha_per_bohr=0.0729 smiles="O=[PH](O)O" e_above_lowest_kj_mol=109.8 homo_ev=-11.321
O -1.720 0.622 0.221
H 1.941 0.735 0.912
H -0.228 0.551 -1.486
O -0.122 -1.378 0.254
O 1.468 0.746 0.057
H -1.058 -1.501 0.168
P -0.282 0.225 -0.127